# 1
{"formula": "C37H50AlBN4OPS2", "method": "ωB97M-V/def2-TZVPD", "max_force_ev_per_a": 0.784, "homo_lumo_gap_ev": 6.1, "homo_ha": -0.1461, "de_lowest_kj_mol": 62.12, "energy_ev": -85428.6527, "total_charge": -1, "elements": ["Al", "C", "N", "C", "C", "C", "C", "C", "C", "C", "C", "H", "H", "H", "H", "H", "H", "H", "H", "H", "H", "H", "H", "C", "C", "C", "C", "N", "C", "S", "N", "C", "C", "C", "C", "H", "H", "H", "H", "H", "H", "H", "H", "H", "H", "H", "H", "H", "H", "H", "H", "H", "H", "H", "H", "B", "C", "N", "H", "H", "H", "S", "O", "P", "C", "C", "C", "C", "C", "C", "C", "C", "C", "C", "C", "C", "C", "C", "C", "C", "C", "C", "H", "H", "H", "H", "H", "H", "H", "H", "H", "H", "H", "H", "H", "H", "H"], "positions_angstrom": [[-0.6365, 0.2273, -0.1894], [1.1749, 1.7129, -2.5389], [-0.1430, 1.8906, -1.9435], [-1.1542, 2.0066, -2.9807], [-0.1770, 3.0643, -1.0697], [-1.3932, 3.0200, -0.1766], [-2.0775, 4.1799, 0.1596], [-3.1537, 4.1215, 1.0367], [-3.5377, 2.8994, 1.5681], [-2.8557, 1.7421, 1.2071], [-1.7740, 1.7679, 0.3258], [1.4605, 2.5834, -3.1511], [1.1678, 0.8258, -3.1765], [1.8977, 1.5456, -1.7416], [-0.9802, 2.8939, -3.6103], [-2.1433, 2.0895, -2.5279], [-1.1212, 1.1238, -3.6175], [-0.1441, 3.9972, -1.6576], [0.7265, 3.0216, -0.4608], [-1.7631, 5.1341, -0.2542], [-3.6803, 5.0275, 1.3131], [-4.3533, 2.8492, 2.2791], [-3.1541, 0.7967, 1.6494], [3.7629, 3.3927, -0.2345], [3.5932, 3.4321, 1.2790], [2.1273, 3.5228, 1.6787], [1.9377, 3.4233, 3.1811], [0.5434, 3.4193, 3.6123], [-0.0436, 2.3614, 4.2419], [-1.1839, 2.6644, 5.4544], [0.3589, 1.1513, 3.8437], [0.0377, -0.0904, 4.5293], [1.2694, -0.6719, 5.2180], [1.7765, 0.1618, 6.3917], [0.8441, 0.1369, 7.5985], [4.8143, 3.3278, -0.5235], [3.3402, 4.2871, -0.7014], [3.2438, 2.5184, -0.6320], [4.1575, 4.2701, 1.7064], [4.0132, 2.5163, 1.7068], [1.5966, 2.6895, 1.2086], [1.6913, 4.4609, 1.3140], [2.4398, 4.2590, 3.6818], [2.4116, 2.5068, 3.5415], [0.1774, 4.2906, 3.9580], [0.7909, 1.0492, 2.9200], [-0.3352, -0.7991, 3.7954], [-0.7633, 0.1189, 5.2359], [2.0530, -0.7858, 4.4643], [1.0269, -1.6846, 5.5571], [1.9163, 1.1974, 6.0650], [2.7650, -0.2045, 6.6858], [-0.1129, 0.6029, 7.3610], [1.2731, 0.6827, 8.4416], [0.6584, -0.8910, 7.9231], [-0.0861, -3.3892, 1.7384], [-0.8587, -2.1043, 1.2519], [-1.6030, -1.2754, 0.9076], [0.4262, -3.9035, 0.7618], [0.7364, -3.0983, 2.5704], [-0.9792, -4.0919, 2.1844], [1.4066, 0.1170, 0.4612], [-1.2228, -0.6890, -1.7553], [-0.8522, -1.9446, -2.5204], [-1.9656, -2.0645, -3.9336], [-1.8924, -3.1599, -4.7928], [-2.7508, -3.2500, -5.8750], [-3.6964, -2.2548, -6.0951], [-3.7842, -1.1745, -5.2314], [-2.9181, -1.0763, -4.1498], [0.8291, -1.8457, -3.1188], [1.8474, -1.9171, -2.1670], [3.1586, -1.6905, -2.5607], [3.4489, -1.4015, -3.8846], [2.4332, -1.3272, -4.8320], [1.1201, -1.5435, -4.4487], [-1.0574, -3.5041, -1.6634], [-2.1958, -3.6900, -0.8805], [-2.4109, -4.9073, -0.2613], [-1.5034, -5.9447, -0.4331], [-0.3818, -5.7694, -1.2264], [-0.1535, -4.5468, -1.8401], [-1.1662, -3.9437, -4.6098], [-2.6898, -4.0994, -6.5430], [-4.3723, -2.3303, -6.9375], [-4.5301, -0.4071, -5.3933], [-2.9864, -0.2476, -3.4589], [1.6293, -2.0988, -1.1200], [3.9409, -1.7156, -1.8145], [4.4740, -1.2186, -4.1827], [2.6638, -1.0900, -5.8626], [0.3232, -1.4714, -5.1792], [-2.8834, -2.8696, -0.7226], [-3.2732, -5.0386, 0.3786], [-1.6638, -6.8883, 0.0725], [0.3344, -6.5717, -1.3445], [0.7388, -4.3995, -2.4348]]}

# 2
{"formula": "C37H50AlF15O16PS", "method": "ωB97M-V/def2-TZVPD", "max_force_ev_per_a": 2.908, "homo_lumo_gap_ev": 7.8, "homo_ha": -0.2236, "energy_ev": -139429.0257, "total_charge": -1, "elements": ["C", "C", "C", "Al", "C", "S", "O", "O", "O", "C", "C", "C", "C", "P", "O", "O", "C", "C", "O", "C", "C", "C", "C", "O", "C", "C", "C", "C", "C", "C", "C", "F", "F", "F", "O", "H", "H", "H", "H", "H", "H", "H", "H", "H", "H", "H", "H", "H", "H", "H", "H", "H", "H", "H", "H", "H", "H", "H", "H", "H", "H", "H", "H", "H", "H", "C", "C", "O", "C", "O", "C", "F", "F", "F", "H", "H", "H", "H", "H", "C", "C", "O", "C", "O", "C", "F", "F", "F", "H", "H", "H", "H", "H", "C", "C", "O", "C", "O", "C", "F", "F", "F", "H", "H", "H", "H", "H", "C", "C", "O", "C", "O", "C", "F", "F", "F", "H", "H", "H", "H", "H"], "positions_angstrom": [[-3.7440, -3.3661, 0.0383], [-3.1595, -2.4859, 0.6513], [-2.3337, -1.5187, 1.4011], [-2.1796, 0.2780, 0.4657], [-0.3545, 0.8139, -0.2719], [0.8593, 1.2401, 0.9346], [0.4088, 2.2923, 1.8001], [2.1128, 1.5307, 0.2547], [-3.2670, 0.5974, -0.9562], [-4.3046, 1.4866, -0.5991], [-4.2619, 2.7171, -1.5220], [-5.5497, 3.6073, -1.5495], [-6.8772, 2.8407, -1.4073], [-8.2409, 4.0044, -0.9715], [-8.6897, 4.6218, -2.2324], [-7.6285, 5.1770, -0.0260], [-8.5895, 5.8743, 0.7902], [-8.0757, 7.3359, 0.9290], [-9.5318, 3.2294, -0.3491], [-9.2716, 2.4361, 0.8302], [-9.9173, 2.9903, 2.1204], [-4.3692, 1.6692, 0.9826], [-5.3470, 0.5595, 1.4234], [-5.4593, 0.4217, 2.8571], [-6.6904, -0.1088, 3.1503], [-7.1034, -1.2910, 2.5286], [-8.3356, -1.8564, 2.7480], [-9.2182, -1.2262, 3.6260], [-8.8045, -0.0722, 4.2394], [-7.5626, 0.5076, 4.0239], [-4.7045, 3.0525, 1.5822], [-3.9516, 4.0480, 1.1137], [-6.0330, 3.3320, 1.4676], [-4.4707, 3.0368, 2.9090], [-3.0949, 1.4218, 1.5231], [-4.2702, -4.0185, -0.6235], [-1.3538, -1.9547, 1.6557], [-2.8419, -1.3481, 2.3649], [0.0299, -0.0563, -0.8295], [-0.4799, 1.6318, -0.9927], [1.0958, 0.0763, 1.6260], [-5.1987, 0.8680, -0.8194], [-3.4233, 3.3628, -1.2281], [-4.0973, 2.3280, -2.5357], [-5.4196, 4.4216, -0.8309], [-5.5737, 4.0849, -2.5415], [-7.2209, 2.3580, -2.3295], [-6.8733, 2.0698, -0.6264], [-9.6156, 5.8249, 0.4116], [-8.5035, 5.4429, 1.7974], [-7.8351, 7.5804, 1.9705], [-8.7439, 8.0682, 0.4633], [-7.1197, 7.4013, 0.3888], [-9.7394, 1.4558, 0.6526], [-8.2097, 2.2317, 1.0194], [-9.2797, 2.7208, 2.9743], [-10.0991, 4.0675, 2.0959], [-10.8880, 2.5125, 2.3213], [-6.3461, 0.8498, 1.0560], [-5.0084, -0.3748, 0.9568], [-6.4447, -1.7879, 1.8153], [-8.5949, -2.7611, 2.2000], [-10.2072, -1.6551, 3.7815], [-9.5035, 0.4340, 4.9068], [-7.2570, 1.4274, 4.5194], [4.2710, -0.3739, -0.1195], [5.1260, -0.1840, -1.3502], [5.8601, -1.3935, -1.6734], [5.1880, -2.3258, -2.3251], [4.0437, -2.2621, -2.6659], [6.1111, -3.5121, -2.6281], [6.8458, -3.8722, -1.5635], [6.9772, -3.2241, -3.6148], [5.4330, -4.5956, -3.0118], [4.8796, -0.7224, 0.7195], [3.7868, 0.5627, 0.1576], [3.4975, -1.1247, -0.2876], [5.8734, 0.5853, -1.1642], [4.5384, 0.1350, -2.1982], [7.0155, -5.3893, 1.5800], [5.5168, -5.5722, 1.4791], [4.9235, -5.7220, 2.7827], [4.7124, -4.5978, 3.4591], [4.9735, -3.4963, 3.0781], [4.0382, -4.9159, 4.7998], [4.6286, -5.9466, 5.4237], [2.7503, -5.2428, 4.6235], [4.0771, -3.8758, 5.6302], [7.4650, -6.2085, 2.1437], [7.4647, -5.3564, 0.5878], [7.2652, -4.4657, 2.1024], [5.2896, -6.4875, 0.9351], [5.0466, -4.7503, 0.9388], [9.8381, -5.1407, -4.3132], [10.1524, -6.5925, -4.0243], [11.3473, -6.7174, -3.2300], [11.2016, -6.5197, -1.9241], [10.1780, -6.2508, -1.3700], [12.5440, -6.7311, -1.2127], [13.5502, -6.1181, -1.8514], [12.8512, -8.0360, -1.1462], [12.5211, -6.2622, 0.0331], [10.6936, -4.6496, -4.7796], [8.9791, -5.0602, -4.9788], [9.6153, -4.5952, -3.3963], [10.3495, -7.1225, -4.9547], [9.3174, -7.0957, -3.5365], [5.8425, 6.3253, -1.5392], [6.6181, 5.3638, -2.4146], [5.9292, 4.1085, -2.5395], [4.9387, 4.0726, -3.4265], [4.5863, 4.9855, -4.1118], [4.3351, 2.6644, -3.4737], [4.1275, 2.1726, -2.2472], [5.1536, 1.8076, -4.1138], [3.1706, 2.6431, -4.1138], [5.6319, 5.8729, -0.5693], [6.4092, 7.2437, -1.3853], [4.8838, 6.5820, -1.9893], [7.5801, 5.1377, -1.9573], [6.8189, 5.7872, -3.3991]]}

# 3
{"formula": "C37H50InN5O7PTe", "method": "ωB97M-V/def2-TZVPD", "max_force_ev_per_a": 1.479, "homo_lumo_gap_ev": 6.1, "homo_ha": -0.1461, "de_lowest_kj_mol": 402.11, "energy_ev": -82718.6318, "total_charge": -1, "elements": ["In", "O", "C", "O", "C", "C", "C", "C", "C", "N", "C", "O", "O", "H", "H", "H", "H", "N", "C", "C", "C", "C", "C", "C", "C", "C", "N", "C", "H", "H", "H", "H", "H", "H", "H", "H", "O", "N", "O", "O", "C", "C", "C", "C", "C", "C", "Te", "C", "C", "C", "H", "H", "H", "H", "H", "H", "H", "H", "H", "H", "H", "C", "C", "C", "C", "P", "N", "C", "C", "C", "C", "C", "C", "C", "C", "H", "H", "H", "H", "H", "H", "H", "H", "H", "H", "H", "H", "H", "H", "H", "H", "H", "H", "H", "H", "H", "H", "H", "H", "H", "H", "H"], "positions_angstrom": [[0.2583, 0.2702, -0.4974], [-1.3158, 3.1209, -4.1060], [-1.4216, 2.0450, -3.3003], [-0.5392, 1.2219, -3.2577], [-2.6376, 2.0485, -2.4626], [-3.5695, 3.0768, -2.5901], [-4.6202, 3.1267, -1.6953], [-4.6931, 2.1556, -0.7137], [-3.7228, 1.1536, -0.6633], [-2.7162, 1.0895, -1.5315], [-3.9226, 0.0805, 0.4074], [-4.9599, 0.1168, 1.0506], [-2.9959, -0.8433, 0.5461], [-0.4465, 3.0792, -4.5268], [-3.4419, 3.8129, -3.3693], [-5.3664, 3.9080, -1.7555], [-5.4851, 2.1236, 0.0199], [3.0064, 2.3600, -0.9837], [2.9662, 3.4214, -0.1215], [4.1151, 4.0258, 0.3541], [4.0564, 5.1720, 1.1565], [2.8610, 5.7481, 1.4903], [1.6600, 5.1594, 1.0397], [0.3863, 5.6728, 1.3667], [-0.7351, 5.0279, 0.9300], [-0.5836, 3.8629, 0.1579], [0.5767, 3.3681, -0.1896], [1.7010, 3.9896, 0.2385], [3.8280, 1.7796, -0.9486], [2.1503, 1.8346, -1.0714], [5.0793, 3.5962, 0.1098], [4.9792, 5.6059, 1.5218], [2.8132, 6.6398, 2.1033], [0.3191, 6.5717, 1.9687], [-1.7261, 5.3907, 1.1684], [-1.4590, 3.3310, -0.1950], [1.0454, -0.1803, 3.2391], [1.0101, 0.9440, 2.7348], [1.9639, 1.4151, 2.1063], [-0.0503, 1.6787, 2.8930], [-6.3148, 0.0337, 6.3630], [-5.1573, 0.1378, 5.4050], [-4.4843, -0.9947, 4.9694], [-3.4620, -0.9140, 4.0320], [-2.7422, -2.1608, 3.5933], [-3.1167, 0.3410, 3.5093], [-1.7913, 0.4059, 1.8156], [-3.7290, 1.4996, 3.9992], [-3.2932, 2.8808, 3.5796], [-4.7454, 1.3776, 4.9406], [-6.5265, -1.0078, 6.6022], [-7.2088, 0.4744, 5.9184], [-6.1056, 0.5675, 7.2920], [-4.7753, -1.9640, 5.3615], [-2.9837, -3.0002, 4.2466], [-1.6637, -1.9939, 3.5998], [-3.0298, -2.4152, 2.5716], [-2.5726, 2.8280, 2.7658], [-2.8073, 3.3826, 4.4190], [-4.1512, 3.4840, 3.2768], [-5.2357, 2.2733, 5.3113], [-0.3808, -2.6219, -3.0382], [1.0851, -2.9548, -3.3488], [1.4701, -2.0648, -4.5371], [1.2163, -4.4206, -3.7590], [2.1729, -2.3224, -1.8789], [1.8564, -0.8815, -1.4698], [4.0229, -2.3432, -2.4638], [4.8356, -2.1364, -1.1789], [4.2280, -1.0754, -3.3065], [4.5473, -3.5624, -3.2190], [1.9829, -3.6067, -0.4476], [2.3978, -2.9019, 0.8490], [2.7569, -4.9148, -0.6128], [0.4927, -3.9281, -0.2942], [-0.9460, -2.5475, -3.9717], [-0.4408, -1.6549, -2.5354], [-0.8718, -3.3713, -2.4236], [0.7140, -2.1438, -5.3239], [2.4269, -2.3547, -4.9701], [1.5174, -1.0251, -4.2088], [0.5900, -4.5942, -4.6405], [0.8804, -5.1015, -2.9773], [2.2421, -4.6786, -4.0218], [4.3584, -1.3628, -0.5753], [5.8524, -1.8086, -1.4160], [4.9139, -3.0490, -0.5894], [3.5976, -0.2819, -2.9019], [3.9713, -1.2255, -4.3530], [5.2722, -0.7515, -3.2647], [4.3924, -4.4894, -2.6674], [5.6250, -3.4439, -3.3749], [4.0814, -3.6614, -4.2001], [3.4759, -2.8008, 0.9525], [2.0335, -3.4590, 1.7164], [1.9597, -1.9042, 0.8862], [3.8334, -4.7571, -0.5605], [2.5230, -5.4063, -1.5578], [2.4821, -5.5959, 0.1988], [-0.0941, -3.0075, -0.2733], [0.3290, -4.4499, 0.6524], [0.1253, -4.5755, -1.0888]]}